{"formula": "C3H6N2", "method": "wB97M-V/def2-TZVPD", "elements": ["N", "N", "C", "C", "C", "H", "H", "H", "H", "H", "H"], "coordinates": [[-0.5028, -0.0796, -0.7382], [0.7243, 1.8245, 0.3205], [0.8615, -0.6781, -0.0661], [0.9191, 0.5973, 0.6742], [-1.6516, -0.4552, -0.3917], [-2.4388, -0.3395, -1.1266], [0.4998, 1.9624, -0.6643], [1.2096, 0.4548, 1.7120], [0.6562, -1.5366, 0.5854], [1.6210, -0.7746, -0.8433], [-1.8984, -0.9755, 0.5381]], "forces_ev_per_angstrom": [[1.4, -3.1, -1.9], [0.7, -1.4, 0.7], [-3.8, 2.5, -0.9], [2.0, 2.5, 1.5], [0.5, -0.6, 0.3], [-0.5, 0.8, 0.3], [0.0, -0.4, 0.0], [-0.2, 0.3, 0.4], [0.3, 0.2, -0.4], [-0.4, -0.3, 0.0], [0.1, -0.4, -0.1]], "multiplicity": 1, "e_tot_ev": -6185.411, "gap_ev": 9.996}